Record 1
# C2H4BrCl

A cluster of 2 separate species, C2H4BrCl in total (the ωB97M-V functional and the def2-TZVPD basis, OMol25).

```
! wB97M-V def2-TZVPD RIJCOSX def2/J DEFGRID3
* xyz 0 1
C 0.735 -0.050 0.966
C -0.280 -0.999 1.198
Cl 1.262 0.394 -0.698
Br -2.739 0.279 -0.171
H 1.664 -0.500 1.428
H 0.595 0.849 1.570
H -0.539 -1.182 2.231
H -0.760 -1.773 0.517
*
```

Results
largest force on an atom: 4.21 eV Å⁻¹
HOMO energy (alpha / beta): -0.366 / -0.337 hartree
orbital gap (alpha / beta): 8.770 / 6.426 eV

=====

Record 2
# C35H28Cl3FeN3O6S5

A structure of composition C35H28Cl3FeN3O6S5 (the ωB97M-V functional and the def2-TZVPD basis, OMol25).

```
! wB97M-V def2-TZVPD RIJCOSX def2/J DEFGRID3
* xyz -1 6
Fe -0.728 0.195 -0.492
S -2.883 4.497 -1.203
C -2.173 3.048 -0.841
S -0.501 2.816 -0.676
S -3.106 1.652 -0.539
C 4.878 1.477 2.367
C 3.742 1.928 3.245
C 3.689 1.614 4.598
C 2.610 1.999 5.385
C 1.562 2.722 4.832
N 0.484 3.087 5.682
C -0.802 3.456 5.355
O -1.433 4.245 6.035
N -1.341 2.889 4.219
C -1.103 1.605 3.682
C -0.635 0.532 4.423
C -0.442 -0.682 3.788
C -0.708 -0.786 2.436
N -1.160 0.249 1.723
C -1.361 1.413 2.333
C 1.612 3.066 3.485
C 2.686 2.663 2.711
H 5.633 0.939 2.941
H 5.361 2.327 1.882
H 4.517 0.816 1.575
H 4.493 1.041 5.046
H 2.573 1.719 6.433
H 0.733 3.397 6.607
H -2.148 3.387 3.877
H -0.425 0.641 5.479
H -0.071 -1.540 4.331
H -0.543 -1.712 1.901
H -1.727 2.225 1.717
H 0.816 3.639 3.029
H 2.684 2.904 1.655
O -1.071 0.539 -2.569
S -2.199 -0.154 -3.303
C -1.410 -1.083 -4.600
C -0.176 -0.673 -5.082
C 0.430 -1.427 -6.073
C -0.195 -2.571 -6.563
C -1.420 -2.975 -6.056
C -2.031 -2.232 -5.054
C -2.937 1.141 -4.280
C -4.045 0.845 -5.062
C -4.621 1.855 -5.813
C -4.098 3.144 -5.760
C -3.006 3.424 -4.953
C -2.413 2.417 -4.199
H 0.303 0.202 -4.661
H 1.398 -1.130 -6.456
H 0.291 -3.163 -7.328
H -1.885 -3.885 -6.411
H -2.962 -2.564 -4.609
H -4.451 -0.160 -5.084
H -5.485 1.643 -6.429
H -4.559 3.936 -6.336
H -2.622 4.433 -4.883
H -1.583 2.618 -3.533
Cl -1.598 -4.082 0.788
C -2.260 -3.137 -0.572
Cl -3.532 -4.061 -1.376
Cl -2.955 -1.629 0.062
C -1.058 -2.825 -1.543
O -0.799 -3.700 -2.350
O -0.463 -1.727 -1.339
O 3.148 -6.121 1.799
C 3.172 -4.996 2.558
O 3.487 -5.086 3.714
C 2.795 -3.715 1.892
C 2.435 -3.608 0.550
C 2.086 -2.390 -0.007
C 2.066 -1.230 0.776
S 1.595 0.348 0.140
C 2.447 -1.342 2.120
C 2.810 -2.560 2.668
H 2.857 -5.899 0.908
H 2.402 -4.471 -0.110
H 1.799 -2.328 -1.046
H 2.433 -0.451 2.738
H 3.096 -2.640 3.709
*
```

Results
largest force on an atom: 0.60 eV Å⁻¹
HOMO energy (alpha / beta): -0.181 / -0.188 hartree
<S²>: 8.7691
orbital gap (alpha / beta): 7.149 / 5.994 eV

=====

Record 3
# C34H38AsCuGeN3OSe

A structure of composition C34H38AsCuGeN3OSe (the ωB97M-V functional and the def2-TZVPD basis, OMol25).

```
! wB97M-V def2-TZVPD RIJCOSX def2/J DEFGRID3
* xyz 2 2
Cu 0.894 -1.369 0.671
C 5.218 -1.485 -2.832
C 3.870 -1.165 -2.865
C 3.112 -1.282 -1.708
C 3.707 -1.727 -0.541
C 5.060 -2.041 -0.495
C 5.812 -1.917 -1.648
N 2.842 -1.831 0.606
N 3.365 -2.282 1.631
C 2.442 -2.428 2.733
C 3.003 -2.685 3.964
C 2.154 -2.911 5.036
C 0.787 -2.888 4.820
C 0.325 -2.608 3.543
N 1.132 -2.368 2.509
H 5.813 -1.399 -3.731
H 3.410 -0.828 -3.784
H 2.056 -1.030 -1.708
H 5.507 -2.376 0.430
H 6.866 -2.157 -1.630
H 4.079 -2.709 4.063
H 2.555 -3.119 6.019
H 0.089 -3.097 5.617
H -0.739 -2.583 3.341
C -3.678 -2.296 -3.343
Ge -4.764 -1.563 -1.930
C -6.652 -1.861 -2.120
C -4.304 0.277 -1.567
C -4.261 -2.666 -0.262
Se -2.670 -2.086 0.525
C -3.371 -1.051 1.981
H -3.859 -1.730 -4.258
H -3.930 -3.339 -3.531
H -2.616 -2.228 -3.102
H -6.990 -1.354 -3.026
H -7.199 -1.456 -1.270
H -6.875 -2.923 -2.217
H -4.527 0.875 -2.452
H -3.240 0.382 -1.352
H -4.882 0.688 -0.738
H -4.099 -3.680 -0.629
H -5.081 -2.623 0.454
H -4.108 -0.356 1.581
H -2.546 -0.516 2.443
H -3.840 -1.743 2.678
O -0.505 -0.127 0.172
As 0.271 1.375 -0.025
C 1.801 1.444 1.117
C 3.069 1.863 0.732
C 4.079 1.939 1.683
C 3.824 1.601 3.004
C 2.555 1.179 3.387
C 1.540 1.107 2.448
C -0.899 2.757 0.571
C -0.436 4.069 0.587
C -1.280 5.083 1.013
C -2.575 4.785 1.421
C -3.030 3.474 1.408
C -2.188 2.455 0.983
C 0.624 1.615 -1.878
C 1.580 2.489 -2.385
C 1.685 2.659 -3.759
C 0.837 1.971 -4.616
C -0.126 1.110 -4.105
C -0.238 0.932 -2.735
H 3.302 2.085 -0.300
H 5.068 2.263 1.387
H 4.613 1.673 3.740
H 2.355 0.920 4.418
H 0.547 0.796 2.755
H 0.574 4.312 0.276
H -0.929 6.106 1.031
H -3.230 5.579 1.753
H -4.039 3.250 1.729
H -2.529 1.430 0.973
H 2.230 3.059 -1.736
H 2.427 3.337 -4.159
H 0.923 2.111 -5.685
H -0.791 0.582 -4.775
H -0.977 0.250 -2.333
*
```

Results
largest force on an atom: 0.77 eV Å⁻¹
HOMO energy (alpha / beta): -0.499 / -0.499 hartree
<S²>: 0.7534
orbital gap (alpha / beta): 7.824 / 5.271 eV

=====

Record 4
# CH4N2O2

The molecule CH4N2O2 (the ωB97M-V functional and the def2-TZVPD basis, OMol25).

```
! wB97M-V def2-TZVPD RIJCOSX def2/J DEFGRID3
* xyz 0 1
N 0.278 -1.306 -1.301
N -0.464 -0.251 -0.716
O 0.354 0.221 0.538
C -0.227 1.003 1.401
O 0.385 1.423 2.346
H 1.264 -1.006 -1.401
H 0.211 -2.179 -0.700
H -0.526 0.654 -1.337
H -1.275 1.442 1.170
*
```

Results
largest force on an atom: 2.96 eV Å⁻¹
HOMO energy: -0.375 hartree
orbital gap: 11.043 eV

=====

Record 5
# C8H12O2

A cluster of 2 separate species, C8H12O2 in total (the ωB97M-V functional and the def2-TZVPD basis, OMol25).

```
! wB97M-V def2-TZVPD RIJCOSX def2/J DEFGRID3
* xyz 0 1
C 0.911 -2.388 0.148
C 0.197 -1.659 -0.956
C -1.151 -1.107 -0.818
C 0.008 -0.100 -0.994
C 0.421 0.793 0.053
C 0.369 0.552 1.531
O 0.910 1.433 2.346
C 1.145 1.939 -0.365
C 1.598 3.002 -0.737
H 0.406 -2.282 1.115
H 0.939 -3.456 -0.108
H 1.943 -2.030 0.270
H 0.471 -1.994 -1.959
H -1.834 -1.135 -1.667
H -1.617 -1.128 0.168
H 0.099 0.313 -1.998
H -0.829 0.430 1.717
H 0.902 -0.440 1.616
H 2.072 3.909 -1.074
O -2.369 1.962 0.947
H -1.656 2.140 0.125
H -2.933 1.246 0.642
*
```

Results
largest force on an atom: 4.50 eV Å⁻¹
HOMO energy (alpha / beta): -0.363 / -0.268 hartree
orbital gap (alpha / beta): 9.312 / 5.836 eV

=====

Record 6
# C5H5NO

The molecule C5H5NO (the ωB97M-V functional and the def2-TZVPD basis, OMol25).

```
! wB97M-V def2-TZVPD RIJCOSX def2/J DEFGRID3
* xyz 0 1
C -2.549 -0.046 -0.564
C -1.487 -0.389 -0.122
C -0.381 -1.050 0.534
O -0.613 -2.118 1.063
C 0.984 -0.476 0.448
C 1.152 0.774 -0.681
N 1.446 0.854 0.687
H -3.475 0.275 -0.962
H 1.710 -1.244 0.780
H 0.386 1.489 -1.091
H 1.958 0.503 -1.358
H 0.870 1.429 1.266
*
```

Results
largest force on an atom: 1.63 eV Å⁻¹
HOMO energy: -0.350 hartree
orbital gap: 9.730 eV

=====

Record 7
# C10H16O

A cluster of 2 separate species, C10H16O in total (the ωB97M-V functional and the def2-TZVPD basis, OMol25).

```
! wB97M-V def2-TZVPD RIJCOSX def2/J DEFGRID3
* xyz 0 1
C -2.213 -1.027 1.938
C -2.059 0.292 1.204
C -1.761 0.204 -0.295
C -0.556 -0.211 -0.740
C -0.291 -0.400 -2.124
C -1.298 0.005 -3.044
O -1.096 0.175 -4.375
C -2.574 0.560 -2.641
C -2.742 0.565 -1.279
H -1.945 -0.774 3.102
H -1.593 -1.807 1.558
H -3.277 -1.394 1.893
H -2.996 0.852 1.279
H -1.344 1.122 1.637
H 0.307 -0.391 0.004
H 0.796 -0.745 -2.526
H -0.508 -0.587 -4.812
H -3.390 1.022 -3.271
H -3.745 0.995 -0.792
C 4.220 0.919 1.918
C 3.904 -0.478 1.354
H 3.227 1.567 1.716
H 4.423 0.928 3.104
H 5.126 1.317 1.493
H 3.887 -0.499 0.325
H 4.575 -1.139 1.789
H 2.924 -1.070 1.588
*
```

Results
largest force on an atom: 4.41 eV Å⁻¹
HOMO energy: -0.306 hartree
orbital gap: 9.091 eV

=====

Record 8
# C21H30Cl2N2O2Tl

A structure of composition C21H30Cl2N2O2Tl (the ωB97M-V functional and the def2-TZVPD basis, OMol25).

```
! wB97M-V def2-TZVPD RIJCOSX def2/J DEFGRID3
* xyz -1 1
Tl -0.013 -0.010 0.172
Cl -2.027 0.759 2.671
N 0.406 2.354 0.184
N -0.026 -2.453 0.714
C -0.677 2.927 -0.306
C -0.708 -3.110 -0.168
C 1.240 3.299 0.876
C 0.402 4.573 0.857
C 2.527 3.471 0.081
C 1.541 2.865 2.302
H 2.281 3.852 -0.913
H 3.034 2.508 -0.013
H 3.180 4.184 0.590
H 0.598 2.748 2.875
H 2.150 3.631 2.788
H 2.094 1.906 2.318
C 0.792 -3.328 1.555
C 0.498 -4.706 0.970
C 0.359 -3.251 3.011
C 2.259 -2.930 1.398
H 2.544 -3.012 0.360
H 2.858 -3.603 2.007
H 2.407 -1.894 1.748
H -0.673 -3.575 3.111
H 0.441 -2.218 3.394
H 1.004 -3.902 3.606
O -0.478 -4.492 -0.152
H -0.005 -5.392 1.665
H 1.370 -5.202 0.514
O -0.772 4.257 -0.010
H 0.892 5.453 0.401
H -0.015 4.860 1.841
C -1.859 2.306 -1.044
C -1.766 -2.588 -1.113
C -1.309 -1.300 -1.887
H -2.559 -2.357 -0.595
H -1.977 -3.457 -1.852
C -1.222 -0.125 -1.295
C -1.400 1.036 -1.871
H -0.924 -0.029 1.433
C -0.975 1.101 -3.261
C -0.631 -0.078 -3.943
C -0.776 2.501 -3.925
C -0.888 -1.295 -3.260
H -0.207 -0.061 -4.900
C -0.602 -2.683 -3.974
H -0.160 -2.432 -4.995
H -1.507 -3.230 -4.111
H 0.107 -3.240 -3.405
H -1.696 3.066 -3.929
H -0.442 2.320 -4.988
H -0.003 3.064 -3.403
H -2.237 3.121 -1.727
H -2.507 2.000 -0.393
Cl -1.545 -0.846 5.097
C -1.077 0.596 4.190
H -1.322 1.494 4.762
H -0.001 0.550 3.941
*
```

Results
largest force on an atom: 8.25 eV Å⁻¹
HOMO energy: -0.023 hartree
orbital gap: 3.222 eV

=====

Copy entry 2 word for word.
# C35H28Cl3FeN3O6S5

A structure of composition C35H28Cl3FeN3O6S5 (the ωB97M-V functional and the def2-TZVPD basis, OMol25).

```
! wB97M-V def2-TZVPD RIJCOSX def2/J DEFGRID3
* xyz -1 6
Fe -0.728 0.195 -0.492
S -2.883 4.497 -1.203
C -2.173 3.048 -0.841
S -0.501 2.816 -0.676
S -3.106 1.652 -0.539
C 4.878 1.477 2.367
C 3.742 1.928 3.245
C 3.689 1.614 4.598
C 2.610 1.999 5.385
C 1.562 2.722 4.832
N 0.484 3.087 5.682
C -0.802 3.456 5.355
O -1.433 4.245 6.035
N -1.341 2.889 4.219
C -1.103 1.605 3.682
C -0.635 0.532 4.423
C -0.442 -0.682 3.788
C -0.708 -0.786 2.436
N -1.160 0.249 1.723
C -1.361 1.413 2.333
C 1.612 3.066 3.485
C 2.686 2.663 2.711
H 5.633 0.939 2.941
H 5.361 2.327 1.882
H 4.517 0.816 1.575
H 4.493 1.041 5.046
H 2.573 1.719 6.433
H 0.733 3.397 6.607
H -2.148 3.387 3.877
H -0.425 0.641 5.479
H -0.071 -1.540 4.331
H -0.543 -1.712 1.901
H -1.727 2.225 1.717
H 0.816 3.639 3.029
H 2.684 2.904 1.655
O -1.071 0.539 -2.569
S -2.199 -0.154 -3.303
C -1.410 -1.083 -4.600
C -0.176 -0.673 -5.082
C 0.430 -1.427 -6.073
C -0.195 -2.571 -6.563
C -1.420 -2.975 -6.056
C -2.031 -2.232 -5.054
C -2.937 1.141 -4.280
C -4.045 0.845 -5.062
C -4.621 1.855 -5.813
C -4.098 3.144 -5.760
C -3.006 3.424 -4.953
C -2.413 2.417 -4.199
H 0.303 0.202 -4.661
H 1.398 -1.130 -6.456
H 0.291 -3.163 -7.328
H -1.885 -3.885 -6.411
H -2.962 -2.564 -4.609
H -4.451 -0.160 -5.084
H -5.485 1.643 -6.429
H -4.559 3.936 -6.336
H -2.622 4.433 -4.883
H -1.583 2.618 -3.533
Cl -1.598 -4.082 0.788
C -2.260 -3.137 -0.572
Cl -3.532 -4.061 -1.376
Cl -2.955 -1.629 0.062
C -1.058 -2.825 -1.543
O -0.799 -3.700 -2.350
O -0.463 -1.727 -1.339
O 3.148 -6.121 1.799
C 3.172 -4.996 2.558
O 3.487 -5.086 3.714
C 2.795 -3.715 1.892
C 2.435 -3.608 0.550
C 2.086 -2.390 -0.007
C 2.066 -1.230 0.776
S 1.595 0.348 0.140
C 2.447 -1.342 2.120
C 2.810 -2.560 2.668
H 2.857 -5.899 0.908
H 2.402 -4.471 -0.110
H 1.799 -2.328 -1.046
H 2.433 -0.451 2.738
H 3.096 -2.640 3.709
*
```

Results
largest force on an atom: 0.60 eV Å⁻¹
HOMO energy (alpha / beta): -0.181 / -0.188 hartree
<S²>: 8.7691
orbital gap (alpha / beta): 7.149 / 5.994 eV